Entry 1:
The following is a quantum chemistry calculation of C18H15N3O in the gas phase at a distorted geometry, from the Open Molecules 2025 dataset.

Geometry (Å):
N -1.264 0.998 -0.433
N 0.628 0.161 -3.911
O 0.393 0.948 1.805
C -0.470 -0.054 -0.629
C -0.015 0.487 -2.861
C -0.099 -0.932 0.529
C 0.395 -0.399 1.765
C 1.121 -2.646 5.344
C -2.517 3.793 -2.232
C -1.715 3.845 -3.347
C 1.294 -3.218 4.097
C 0.776 -1.342 5.320
C -2.329 2.886 -1.203
C -0.753 2.771 -3.556
C 1.026 -2.490 2.916
C 0.558 -0.538 4.193
C -1.479 1.820 -1.515
C -0.713 1.742 -2.652
C 0.652 -1.151 2.993
N -0.069 -0.530 -1.888
C 1.219 -1.202 -3.757
C 0.966 -1.532 -2.239
H -0.126 1.215 0.979
H -0.098 -1.973 0.502
H 1.361 -3.114 6.320
H -3.330 4.512 -2.157
H -1.805 4.639 -4.123
H 1.780 -4.133 4.190
H 0.619 -0.687 6.202
H -2.868 3.006 -0.274
H -0.139 2.725 -4.559
H 1.278 -3.004 1.997
H 0.318 0.506 4.207
H 0.628 -1.959 -4.241
H 2.222 -1.254 -4.045
H 0.659 -2.552 -2.078
H 1.894 -1.344 -1.659

## Properties
- ΔE to the lowest compared entry with this formula, charge and spin: 2.016 eV
- HOMO level: -7.92 eV
- Frontier orbital gap: 0.2919 Ha
- SMILES: O/C(=C\C1=Nc2ccccc2C2=NCCN12)c1ccccc1

Mulliken atomic charge list, values in e, 6 entries:
1. N -0.81
2. N -0.70
3. O -0.63
4. C 0.74
5. C 0.07
6. C -1.23


Entry 2:
The following is a quantum chemistry calculation of a 2-piece molecular cluster, C18H15N6O8 overall at a distorted geometry, from the Open Molecules 2025 dataset.

Geometry (Å):
C 2.908 -2.395 2.585
C 1.742 -1.621 3.183
C 1.797 -1.671 4.712
O 1.778 -0.227 2.792
C 1.549 0.043 1.461
O 2.184 0.925 0.896
C 0.537 -0.752 0.800
C 0.515 -0.859 -0.654
C 1.736 -1.556 -1.262
C 1.715 -2.915 -1.581
C 2.799 -3.474 -2.255
C 3.902 -2.680 -2.592
C 3.927 -1.327 -2.237
C 2.849 -0.772 -1.556
C 0.158 -2.001 1.454
O -0.398 -2.917 0.872
O 0.465 -2.150 2.796
H 2.901 -2.413 1.489
H 3.845 -1.940 2.928
H 2.879 -3.426 2.955
H 0.939 -1.139 5.132
H 1.767 -2.716 5.040
H 2.726 -1.215 5.065
H -0.402 -1.392 -0.921
H 0.518 0.155 -1.056
H 0.834 -3.502 -1.307
H 2.771 -4.526 -2.519
H 4.737 -3.110 -3.136
H 4.771 -0.692 -2.486
H 2.840 0.279 -1.260
O 1.561 5.176 -2.986
N 0.697 4.306 -3.170
O 0.199 4.051 -4.296
C 0.195 3.487 -2.071
C -0.748 2.498 -2.305
C -1.170 1.661 -1.247
N -2.274 0.748 -1.377
O -2.900 0.663 -2.451
O -2.577 0.108 -0.342
C -0.600 1.730 0.038
N 0.176 2.831 0.256
N 0.644 3.261 1.464
N 1.339 4.341 1.233
N 1.369 4.662 -0.091
C 0.649 3.708 -0.720
H -1.226 2.395 -3.281
H -0.915 1.151 0.903

## Properties
- ΔE to the lowest compared entry with this formula, charge and spin: 1.157 eV
- HOMO level: -4.63 eV
- Frontier orbital gap: 0.1926 Ha
- Charge: -1

Mulliken atomic charge list, values in e, 6 entries:
1. C -1.22
2. C 1.38
3. C -1.80
4. O -0.42
5. C 0.27
6. O -0.69


Entry 3:
The following is a quantum chemistry calculation of C18H16AsF5O8P2PdSTe as an isolated structure at a distorted geometry, from the Open Molecules 2025 dataset.

Geometry (Å):
Pd -0.785 1.465 0.951
S -2.900 1.357 0.243
C -2.885 0.216 -1.095
C -4.113 0.026 -1.752
C -4.220 -0.847 -2.816
C -3.110 -1.560 -3.269
C -1.897 -1.378 -2.630
C -1.783 -0.507 -1.551
As -0.113 -0.168 -0.643
C 1.082 0.329 -2.070
C 1.879 -0.611 -2.711
C 2.684 -0.223 -3.774
C 2.695 1.102 -4.188
C 1.904 2.039 -3.536
C 1.096 1.661 -2.474
C 0.479 -1.867 0.005
C 1.788 -2.017 0.445
C 2.181 -3.220 1.014
C 1.275 -4.260 1.141
C -0.037 -4.100 0.713
C -0.442 -2.899 0.156
H -4.981 0.581 -1.416
H -5.179 -0.972 -3.305
H -3.195 -2.240 -4.107
H -1.020 -1.921 -2.966
H 1.879 -1.643 -2.382
H 3.309 -0.956 -4.271
H 3.329 1.406 -5.012
H 1.926 3.077 -3.844
H 0.506 2.390 -1.927
H 2.480 -1.187 0.416
H 3.187 -3.312 1.401
H 1.579 -5.187 1.611
H -0.756 -4.897 0.850
H -1.476 -2.756 -0.132
O 2.675 1.908 3.135
P 2.044 0.626 2.437
O 2.975 -0.517 2.391
O 1.436 1.069 1.089
O 0.792 0.412 3.436
P -0.560 -0.444 3.397
O -1.470 0.395 4.379
O -0.419 -1.855 3.770
O -1.139 -0.215 1.962
H 2.163 2.205 3.922
H -1.540 1.298 3.961
F -1.343 5.113 1.747
Te -0.162 4.035 2.866
F -1.386 4.520 4.217
F 0.795 3.296 4.521
F 0.658 5.799 3.360
F -0.470 2.935 -0.264
O -1.418 2.496 2.599

## Properties
- ΔE to the lowest compared entry with this formula, charge and spin: 0.000 eV
- HOMO level: -3.00 eV
- Frontier orbital gap: 0.2467 Ha
- Charge: -2

Mulliken atomic charge list, values in e, 6 entries:
1. Pd 1.04
2. S -0.28
3. C 0.75
4. C -0.85
5. C -0.49
6. C -0.85


Entry 4:
The following is a quantum chemistry calculation of C18H16BeBr2N5OS as an isolated structure, from the Open Molecules 2025 dataset.

Geometry (Å):
Be -0.168 0.066 -0.158
C 3.755 0.129 -1.255
C 2.270 0.202 -1.126
N 1.644 0.087 -0.010
N 2.366 -0.123 1.116
C 1.844 -0.153 2.395
N 2.739 -0.485 3.334
S 0.280 0.220 2.748
C 1.395 0.400 -2.290
C 1.817 0.763 -3.559
C 0.858 0.921 -4.551
C -0.475 0.687 -4.255
C -0.809 0.326 -2.958
N 0.104 0.209 -2.005
H 4.162 -0.683 -0.649
H 4.222 1.063 -0.932
H 4.045 -0.059 -2.284
H 3.350 -0.318 1.012
H 3.679 -0.775 3.124
H 2.413 -0.546 4.283
H 2.860 0.929 -3.785
H 1.153 1.216 -5.549
H -1.244 0.781 -5.007
H -1.832 0.115 -2.670
C 0.147 3.363 -0.057
C -1.216 2.742 -0.042
C -2.399 3.502 0.001
C -3.625 2.888 0.034
C -3.707 1.480 0.037
C -4.878 0.690 0.063
Br -6.577 1.530 0.082
C -4.801 -0.678 0.057
C -3.563 -1.337 0.029
Br -3.485 -3.220 0.009
C -2.374 -0.629 0.002
O -1.162 -1.141 -0.039
C -2.480 0.790 0.003
N -1.275 1.425 -0.050
H 0.093 4.449 -0.054
H 0.702 3.042 -0.941
H 0.703 3.035 0.825
H -2.326 4.581 0.009
H -4.533 3.475 0.059
H -5.712 -1.261 0.071

## Properties
- HOMO level: -10.24 eV
- Frontier orbital gap: 0.2265 Ha
- Charge: +1

Mulliken atomic charge list, values in e, 6 entries:
1. Be -0.55
2. C -1.93
3. C 0.71
4. N 0.63
5. N -0.45
6. C 0.62


Entry 5:
The following is a quantum chemistry calculation of C18H16CdN5OS2 as an isolated structure, from the Open Molecules 2025 dataset.

Geometry (Å):
Cd 0.524 -0.739 0.766
C -1.649 3.268 4.081
S -1.605 1.484 4.325
C -0.405 1.000 3.163
S -0.084 -0.727 3.207
N 0.170 1.908 2.434
N 1.040 1.377 1.520
C 2.185 1.894 1.361
C 3.148 1.191 0.493
C 4.347 1.791 0.133
C 5.255 1.076 -0.631
C 4.941 -0.221 -1.003
C 3.724 -0.746 -0.597
N 2.842 -0.066 0.132
H -2.383 3.645 4.791
H -1.950 3.518 3.068
H -0.675 3.703 4.293
H 2.495 2.786 1.900
H 4.559 2.802 0.455
H 6.196 1.521 -0.924
H 5.624 -0.823 -1.584
H 3.455 -1.765 -0.852
N 0.469 -0.795 -1.670
C -0.854 -1.001 -2.217
C -1.073 -1.179 -3.554
C -2.378 -1.356 -4.057
C -3.449 -1.338 -3.212
C -3.256 -1.160 -1.823
C -4.326 -1.132 -0.898
C -4.067 -0.968 0.430
C -2.729 -0.845 0.850
N -1.713 -0.863 0.018
C -1.949 -1.004 -1.316
H 1.124 -1.452 -2.080
H 0.807 0.133 -1.914
H -0.233 -1.175 -4.238
H -2.521 -1.495 -5.120
H -4.456 -1.459 -3.590
H -5.340 -1.243 -1.260
H -4.857 -0.940 1.166
H -2.482 -0.739 1.902
O 0.695 -4.460 1.201
C 0.833 -3.406 0.852

## Properties
- ΔE to the lowest compared entry with this formula, charge and spin: 0.000 eV
- HOMO level: -11.01 eV
- Frontier orbital gap: 0.2846 Ha
- Charge: +1

Mulliken atomic charge list, values in e, 6 entries:
1. Cd 1.21
2. C -0.82
3. S 0.01
4. C 0.46
5. S -0.51
6. N -0.70


Entry 6:
The following is a quantum chemistry calculation of a 3-piece molecular cluster, C18H16ClF2NO3 overall at a distorted geometry, from the Open Molecules 2025 dataset.

Geometry (Å):
C 5.241 -0.501 -0.972
C 5.226 1.085 -0.729
N 4.054 1.597 0.057
C 2.770 1.182 -0.503
C 1.931 0.109 -0.036
Cl 2.447 -0.864 1.426
C 0.637 -0.031 -0.951
O -0.335 -0.827 -0.799
O 0.895 0.939 -2.008
C 1.979 1.813 -1.746
O 2.306 2.881 -2.289
H 6.175 -0.935 -0.451
H 4.328 -1.057 -0.583
H 5.302 -0.657 -2.113
H 5.240 1.631 -1.736
H 6.181 1.381 -0.151
H 4.101 2.633 -0.046
F -4.422 3.671 -4.044
C -4.015 2.772 -3.134
C -2.760 2.196 -3.260
C -2.334 1.268 -2.315
C -3.176 0.918 -1.261
C -4.436 1.500 -1.147
C -4.856 2.436 -2.086
H -2.124 2.476 -4.092
H -1.355 0.814 -2.392
H -2.848 0.189 -0.527
H -5.091 1.223 -0.328
H -5.830 2.905 -2.008
F 0.884 -3.007 1.751
C -0.188 -2.868 2.548
C -0.347 -3.721 3.629
C -1.455 -3.575 4.457
C -2.396 -2.583 4.189
C -2.228 -1.736 3.098
C -1.115 -1.875 2.276
H 0.391 -4.492 3.817
H -1.586 -4.232 5.310
H -3.262 -2.473 4.834
H -2.964 -0.967 2.888
H -0.964 -1.218 1.427

## Properties
- HOMO level: -9.12 eV
- Frontier orbital gap: 0.2751 Ha
- SMILES: CCNC1=C(Cl)C(=O)OC1=O.Fc1ccccc1.Fc1ccccc1

Mulliken atomic charge list, values in e, 6 entries:
1. C -0.72
2. C -0.34
3. N -0.30
4. C -0.39
5. C 0.58
6. Cl -0.09


Entry 7:
The following is a quantum chemistry calculation of C18H16F4INS in the gas phase at a distorted geometry, from the Open Molecules 2025 dataset.

Geometry (Å):
C 1.739 -1.651 0.774
C 0.264 -1.362 1.195
F -0.400 -2.615 1.380
N -0.486 -0.452 0.289
C 0.181 -0.220 -0.980
C 1.087 0.947 -1.085
C 1.331 1.922 0.140
C 2.839 2.383 0.246
C 3.400 2.424 1.727
I 5.344 1.399 1.720
C 1.808 1.241 -2.322
C 1.692 0.412 -3.532
C 0.787 -0.747 -3.429
C 0.059 -1.045 -2.185
S -1.067 -2.486 -2.053
C -2.331 -1.820 -0.904
C -3.703 -2.269 -1.043
C -4.734 -1.745 -0.130
C -4.294 -0.822 0.899
C -2.891 -0.386 1.072
C -2.630 0.568 2.261
F -1.432 1.233 2.223
F -2.668 -0.098 3.472
F -3.618 1.546 2.292
C -1.865 -0.870 0.140
H 2.400 -0.741 0.788
H 1.827 -2.225 -0.191
H 2.160 -2.338 1.567
H 0.245 -0.877 2.215
H 0.967 1.361 1.042
H 0.620 2.782 -0.026
H 3.534 1.772 -0.378
H 2.885 3.431 -0.165
H 2.709 1.975 2.488
H 3.590 3.482 2.056
H 2.500 2.120 -2.334
H 2.281 0.652 -4.442
H 0.695 -1.375 -4.348
H -3.946 -3.002 -1.852
H -5.804 -2.059 -0.195
H -5.076 -0.445 1.608

## Properties
- HOMO level: -8.33 eV
- Frontier orbital gap: 0.3159 Ha
- SMILES: C[C@H](F)N1c2c(CCCI)cccc2Sc2cccc(C(F)(F)F)c21

Mulliken atomic charge list, values in e, 6 entries:
1. C -1.01
2. C 0.56
3. F -0.38
4. N 0.90
5. C -0.89
6. C 0.03


Entry 8:
The following is a quantum chemistry calculation of C18H16F5N4O6S3Tl as an isolated structure, from the Open Molecules 2025 dataset.

Geometry (Å):
Tl -0.411 0.649 -1.012
O -2.403 1.125 -2.589
S -3.298 0.499 -1.613
O -4.565 1.118 -1.383
O -2.500 0.351 -0.338
C -3.618 -1.146 -2.244
C -4.945 -1.377 -2.573
C -5.326 -2.553 -3.207
C -4.380 -3.502 -3.524
C -3.048 -3.295 -3.187
C -2.654 -2.131 -2.545
S -0.933 -2.108 -2.058
O -0.921 -1.979 -0.603
O -0.315 -3.272 -2.607
O -0.338 -0.830 -2.607
H -5.670 -0.611 -2.340
H -6.366 -2.711 -3.458
H -4.666 -4.415 -4.030
H -2.295 -4.035 -3.409
F 6.143 2.878 -0.389
C 4.836 2.865 -0.622
C 4.220 1.715 -1.085
F 4.933 0.610 -1.293
C 2.860 1.721 -1.335
F 2.316 0.573 -1.783
C 2.061 2.836 -1.113
S 0.322 2.934 -1.420
C 2.712 3.974 -0.644
F 2.015 5.086 -0.412
C 4.074 4.001 -0.405
F 4.656 5.113 0.035
C -0.811 -0.305 1.998
N -0.375 -0.592 3.347
C 0.622 -1.664 3.309
N 1.794 -1.281 2.514
C 1.362 -1.003 1.161
N 0.353 0.109 1.138
C 0.981 1.310 1.772
N 1.408 1.034 3.127
C 0.245 0.605 3.911
C 2.373 -0.069 3.093
H -1.540 0.506 1.998
H -1.260 -1.183 1.539
H 0.172 -2.557 2.873
H 0.943 -1.888 4.327
H 0.901 -1.881 0.718
H 2.217 -0.702 0.552
H 0.252 2.123 1.764
H 1.847 1.601 1.176
H -0.487 1.414 3.934
H 0.569 0.393 4.931
H 2.701 -0.283 4.110
H 3.239 0.233 2.499

## Properties
- HOMO level: -9.44 eV
- Frontier orbital gap: 0.3034 Ha

Mulliken atomic charge list, values in e, 6 entries:
1. Tl 1.44
2. O -0.68
3. S 1.41
4. O -0.69
5. O -0.61
6. C -0.07


Number 1: E_LUMO 0.02 eV. Number 2: E_LUMO 0.61 eV. Number 3: E_LUMO 3.71 eV. Number 4: E_LUMO -4.07 eV. Number 5: E_LUMO -3.26 eV. Number 6: E_LUMO -1.64 eV. Number 7: E_LUMO 0.27 eV. Number 8: E_LUMO -1.19 eV.